# 1
Molecular formula: C6H13NO3
Method: DFT, ωB97M-V with the def2-TZVPD basis set

Summary:
gap between HOMO and LUMO: 0.4010 hartree
multiplicity: 1
largest force on an atom: 0.043 hartree/bohr
SMILES: [H]/N=C(/O)C[C@H](O)COCC
energy relative to the best compared isomer or geometry (same formula, charge and spin): 42.3 kcal/mol
energy: -14064.793 eV

Atoms and positions in Å:
H -0.310 -2.194 1.659
N -1.155 -2.677 1.361
C -1.599 -2.214 0.261
O -2.745 -2.723 -0.220
C -1.206 -0.971 -0.491
C -0.006 -0.224 0.057
O -0.345 0.331 1.313
C 0.438 0.870 -0.901
O 1.511 1.544 -0.300
C 1.931 2.694 -1.003
C 3.105 3.318 -0.285
H -3.380 -2.729 0.543
H -2.078 -0.300 -0.528
H -1.014 -1.273 -1.532
H 0.842 -0.924 0.177
H 0.355 0.945 1.558
H -0.401 1.567 -1.088
H 0.740 0.428 -1.868
H 1.090 3.409 -1.073
H 2.211 2.414 -2.035
H 3.433 4.218 -0.822
H 2.827 3.607 0.738
H 3.949 2.617 -0.237

natural (NBO) population analysis, charges in e, atoms 1 to 5: number 1, H, carries 0.348; number 2, N, carries -0.674; number 3, C, carries 0.564; number 4, O, carries -0.705; number 5, C, carries -0.506


# 2
Molecular formula: C6H10O
Method: DFT, ωB97M-V with the def2-TZVPD basis set

Summary:
gap between HOMO and LUMO: 0.3791 hartree
multiplicity: 1
largest force on an atom: 0.008 hartree/bohr
SMILES: O=C1CC=CCC1.[H][H]
energy relative to the best compared isomer or geometry (same formula, charge and spin): 27.5 kcal/mol
energy: -8430.047 eV

Atoms and positions in Å:
O -0.650 0.127 1.877
C -0.547 0.295 0.681
C 0.085 1.527 0.080
C 1.461 1.087 -0.381
C 1.740 -0.202 -0.578
C 0.725 -1.317 -0.435
C -0.732 -0.811 -0.321
H -0.505 1.905 -0.765
H 0.141 2.297 0.852
H 2.222 1.855 -0.505
H 2.758 -0.500 -0.828
H 0.941 -1.877 0.487
H 0.809 -2.014 -1.271
H -1.398 -1.598 0.045
H -1.119 -0.440 -1.281
H -3.192 -0.173 0.878
H -2.738 -0.160 1.465

natural (NBO) population analysis, charges in e, atoms 1 to 5: number 1, O, carries -0.559; number 2, C, carries 0.637; number 3, C, carries -0.556; number 4, C, carries -0.178; number 5, C, carries -0.184


# 3
Molecular formula: C5H7BrNS
Method: DFT, ωB97M-V with the def2-TZVPD basis set

Summary:
gap between HOMO and LUMO: 0.2651 hartree
multiplicity: 1
net charge: +1
largest force on an atom: 0.052 hartree/bohr
energy relative to the best compared isomer or geometry (same formula, charge and spin): 71.6 kcal/mol
energy: -87655.477 eV

Atoms and positions in Å:
C -2.463 1.677 0.092
C 0.272 1.289 -0.139
C -2.705 0.421 0.053
C 2.068 -1.144 0.364
C 0.738 -1.113 -0.383
N -0.002 0.079 -0.229
S -0.911 2.547 0.049
Br -3.186 -1.265 0.033
H -3.242 2.432 0.165
H 1.264 1.751 -0.157
H 1.928 -0.910 1.416
H 2.771 -0.436 -0.069
H 2.487 -2.143 0.286
H 0.085 -1.919 -0.025
H 0.895 -1.267 -1.457

natural (NBO) population analysis, charges in e, atoms 1 to 5: number 1, C, carries -0.491; number 2, C, carries -0.043; number 3, C, carries 0.138; number 4, C, carries -0.622; number 5, C, carries -0.244


# 4
Molecular formula: C18H42F5N2O6P4S
Method: DFT, ωB97M-V with the def2-TZVPD basis set

Summary:
gap between HOMO and LUMO: 0.2595 hartree
multiplicity: 1
net charge: +1
largest force on an atom: 0.150 hartree/bohr
energy: -96174.649 eV

Atoms and positions in Å:
C -0.691 -2.435 0.616
C -1.921 -1.330 0.874
N -1.348 0.042 0.863
P -1.677 1.075 2.247
C -0.309 2.409 2.641
C -0.100 2.754 4.210
C -0.959 4.135 4.599
S -0.995 4.148 6.507
O 0.293 3.429 7.051
O -2.212 3.392 7.094
O -0.971 5.725 7.168
P -0.649 -0.455 3.492
P 1.527 -0.430 3.095
O 2.003 -1.954 3.317
O 2.336 0.651 4.194
O 1.873 -0.097 1.389
P -2.647 2.502 0.904
C -4.059 1.717 -0.123
C -1.436 3.170 -0.466
C -3.191 1.152 3.380
F -2.883 1.395 4.840
F -3.975 2.378 2.970
C -4.237 -0.090 3.354
F -4.820 -0.439 2.042
F -3.738 -1.345 4.031
F -5.410 0.336 4.210
H -1.059 -3.404 0.067
H -0.324 -2.756 1.700
H 0.242 -1.925 0.095
H -2.589 -1.649 1.766
H -2.603 -1.434 -0.101
H -1.579 0.446 -0.068
H -0.636 3.448 2.148
H 0.724 2.151 2.100
H -0.402 1.961 4.996
H 1.042 3.065 4.361
H -2.095 4.023 4.254
H -0.458 5.114 4.195
H -1.098 5.574 8.171
H -0.856 -0.164 4.914
H 2.938 1.264 3.678
H 2.346 0.783 1.303
H -5.066 1.578 0.458
H -3.765 0.668 -0.601
H -4.298 2.422 -1.053
H -0.609 2.381 -0.720
H -1.009 4.220 -0.142
H -2.050 3.334 -1.476
C 2.756 -5.164 -5.057
C 3.793 -4.343 -4.303
C 3.231 -3.475 -3.164
C 1.924 -2.726 -3.435
N 2.045 -1.400 -4.229
C 0.715 -1.149 -4.975
C -0.141 -0.442 -3.950
C 0.833 0.541 -3.340
C 2.165 -0.197 -3.255
C 3.178 -1.365 -5.236
H 2.060 -4.526 -5.610
H 3.247 -5.811 -5.790
H 2.182 -5.798 -4.374
H 4.351 -3.732 -5.018
H 4.532 -5.031 -3.873
H 4.006 -2.790 -2.802
H 3.031 -4.158 -2.327
H 1.446 -2.477 -2.481
H 1.216 -3.370 -3.963
H 0.922 -0.493 -5.829
H 0.302 -2.095 -5.340
H -0.510 -1.145 -3.194
H -1.005 0.052 -4.404
H 0.500 0.903 -2.363
H 0.939 1.415 -3.995
H 2.374 -0.573 -2.249
H 2.996 0.443 -3.574
H 3.022 -2.168 -5.958
H 4.131 -1.464 -4.704
H 3.157 -0.400 -5.753

Löwdin population analysis, charges in e, atoms 1 to 5: number 1, C, carries -0.126; number 2, C, carries -0.360; number 3, N, carries -0.284; number 4, P, carries 0.482; number 5, C, carries -0.347


# 5
Molecular formula: CH6O3
Method: DFT, ωB97M-V with the def2-TZVPD basis set

Summary:
gap between HOMO and LUMO: 0.4089 hartree
multiplicity: 1
largest force on an atom: 0.045 hartree/bohr
SMILES: C=O.O.O
energy relative to the best compared isomer or geometry (same formula, charge and spin): 0.6 kcal/mol
energy: -7275.952 eV

Atoms and positions in Å:
C -1.332 -0.435 -0.611
O -0.290 -0.097 -0.089
H -1.644 -1.494 -0.629
H -2.044 0.325 -1.079
O 0.012 2.740 -0.245
H 0.112 1.770 -0.043
H 0.730 3.149 0.257
O 1.253 -2.327 0.820
H 0.871 -1.462 0.510
H 2.173 -2.200 0.755

natural (NBO) population analysis, charges in e, atoms 1 to 5: number 1, C, carries 0.313; number 2, O, carries -0.556; number 3, H, carries 0.137; number 4, H, carries 0.137; number 5, O, carries -0.964


# 6
Molecular formula: C29H43N2OPV
Method: DFT, ωB97M-V with the def2-TZVPD basis set

Summary:
gap between HOMO and LUMO (alpha / beta): 0.2862 / 0.2766 hartree
multiplicity: 3
net charge: +1
largest force on an atom: 0.046 hartree/bohr
energy: -70769.247 eV

Atoms and positions in Å:
V 0.006 -0.247 0.109
C -3.732 0.222 2.194
C -3.490 -0.441 3.392
C -2.327 -1.177 3.514
C -1.402 -1.170 2.471
N -1.582 -0.413 1.371
C -2.750 0.204 1.220
C -0.175 -1.948 2.432
C 0.026 -3.102 3.191
C 1.204 -3.810 3.069
C 2.196 -3.339 2.223
C 1.978 -2.205 1.455
C 0.780 -1.506 1.504
H -4.656 0.759 2.035
H -4.198 -0.386 4.207
H -2.116 -1.724 4.419
H -2.887 0.710 0.272
H -0.754 -3.468 3.844
H 1.354 -4.717 3.634
H 3.130 -3.875 2.141
H 2.769 -1.888 0.793
C 2.887 -5.010 -2.403
C 1.844 -4.033 -1.961
C 0.590 -4.464 -1.548
C -0.392 -3.557 -1.163
C -1.741 -4.027 -0.716
C -0.077 -2.213 -1.177
C 1.235 -1.746 -1.453
C 2.163 -2.680 -1.922
N 1.396 -0.474 -0.987
C 2.556 0.386 -1.075
C 2.519 1.211 0.229
C 2.356 1.313 -2.287
C 3.942 -0.267 -1.194
H 2.499 -6.025 -2.410
H 3.743 -4.965 -1.730
H 3.237 -4.766 -3.406
H 0.366 -5.519 -1.528
H -1.854 -5.091 -0.898
H -2.539 -3.490 -1.227
H -1.847 -3.852 0.355
H -0.873 -1.466 -0.999
H 3.157 -2.393 -2.214
H 1.481 1.524 0.429
H 3.150 2.093 0.150
H 2.870 0.595 1.058
H 1.395 1.816 -2.202
H 2.376 0.739 -3.213
H 3.148 2.055 -2.319
H 4.066 -1.088 -0.494
H 4.692 0.484 -0.959
H 4.138 -0.618 -2.205
C -3.935 2.940 -0.299
C -2.625 3.516 -0.814
P -1.033 2.697 -0.265
C -0.975 3.150 1.553
C -1.008 4.618 1.960
C 0.158 3.925 -1.057
C -0.264 5.361 -1.346
H -4.745 3.631 -0.520
H -3.908 2.796 0.777
H -4.183 1.994 -0.773
H -2.568 4.563 -0.515
H -2.612 3.479 -1.907
H -0.074 2.671 1.959
H -1.831 2.631 2.000
H -0.130 5.154 1.607
H -1.017 4.688 3.047
H -1.906 5.100 1.581
H 0.436 3.479 -2.017
H 1.053 3.927 -0.426
H -1.055 5.404 -2.088
H 0.592 5.898 -1.751
H -0.590 5.885 -0.456
O -1.122 0.542 -2.385
H -0.527 0.663 -3.132
H -1.987 0.338 -2.751

natural (NBO) population analysis, charges in e, atoms 1 to 5: number 1, V, carries 1.362; number 2, C, carries -0.259; number 3, C, carries -0.114; number 4, C, carries -0.230; number 5, C, carries 0.252